(1)
Formula: C10H16O
Source: the Open Molecules 2025 dataset
Level of theory: ωB97M-V/def2-TZVPD

Each line ends with the Mulliken charge.
Geometry (Å):
1 C 0.648 -2.735 -1.250  -1.280
2 C -0.362 -1.611 -0.911  -0.836
3 C 0.336 -0.630 0.017  0.277
4 C 0.418 -0.888 1.383  -0.481
5 C 1.020 0.004 2.248  -0.631
6 C 1.588 1.169 1.749  0.819
7 O 2.257 2.067 2.555  -0.551
8 C 1.492 1.477 0.401  -0.544
9 C 0.883 0.559 -0.446  -0.159
10 H 1.043 -3.255 -0.386  0.352
11 H 1.448 -2.286 -1.825  0.337
12 H 0.146 -3.430 -1.906  0.409
13 H -0.700 -1.156 -1.836  0.183
14 H -1.219 -1.974 -0.343  0.421
15 H 0.018 -1.842 1.718  0.360
16 H 1.127 -0.218 3.300  0.295
17 H 1.985 1.907 3.475  0.289
18 H 1.841 2.444 0.062  0.400
19 H 0.788 0.835 -1.494  0.331
20 C -3.340 0.686 -1.510  -0.409
21 C -3.622 0.291 -2.992  -0.845
22 H -3.078 1.740 -1.432  0.274
23 H -4.248 0.508 -0.947  0.313
24 H -2.534 0.100 -1.086  -0.137
25 H -3.650 1.177 -3.623  0.265
26 H -2.798 -0.339 -3.326  0.270
27 H -4.522 -0.286 -3.070  0.279

HOMO level (eV): -8.41
SMILES: CCc1ccc(O)cc1.CC
Orbital gap (Ha): 0.3408

(2)
Formula: C10H16O
Source: the Open Molecules 2025 dataset
Level of theory: ωB97M-V/def2-TZVPD

Each line ends with the Mulliken charge.
Geometry (Å):
1 C 1.945 -2.177 0.650  -1.437
2 C 1.389 -0.805 0.357  0.510
3 C 1.015 -0.362 -0.906  -0.151
4 C 0.875 0.997 -1.170  -0.610
5 C 1.043 1.919 -0.148  0.560
6 O 1.070 3.259 -0.492  -0.544
7 C 1.250 1.484 1.153  -0.624
8 C 1.393 0.128 1.396  -0.420
9 H 2.947 -2.214 0.249  0.331
10 H 1.420 -3.037 0.225  0.328
11 H 1.881 -2.357 1.715  0.377
12 H 0.673 -1.033 -1.691  0.347
13 H 0.620 1.355 -2.155  0.393
14 H 0.515 3.764 0.113  0.319
15 H 1.323 2.243 1.926  0.347
16 H 1.489 -0.231 2.412  0.278
17 C -2.670 -0.335 -1.251  -0.655
18 C -3.350 -1.090 -0.096  -0.393
19 C -2.424 -2.071 0.617  -0.951
20 H -1.706 -0.022 -0.867  -0.104
21 H -3.223 0.547 -1.530  0.358
22 H -2.564 -1.055 -2.047  0.295
23 H -3.997 -0.498 0.564  0.343
24 H -4.165 -1.709 -0.499  0.261
25 H -1.755 -2.522 -0.124  0.212
26 H -1.827 -1.616 1.401  0.229
27 H -2.979 -2.916 1.028  0.402

HOMO level (eV): -8.57
SMILES: Cc1ccc(O)cc1.CCC
Orbital gap (Ha): 0.3455

(3)
Formula: C10H16O
Source: the Open Molecules 2025 dataset
Level of theory: ωB97M-V/def2-TZVPD

Each line ends with the Mulliken charge.
Geometry (Å):
1 C 1.328 1.386 -1.028  -1.102
2 C -0.072 1.065 -0.469  0.490
3 C -1.125 1.665 -0.997  -0.246
4 C -2.415 1.528 -0.548  -0.838
5 C -2.525 0.577 0.429  0.636
6 O -3.939 0.575 0.933  -0.536
7 C -1.453 0.064 1.173  -0.632
8 C -0.200 0.293 0.701  -0.323
9 H 2.046 0.604 -0.587  -0.054
10 H 1.701 2.304 -0.573  0.340
11 H 1.434 1.549 -2.125  0.375
12 H -0.887 2.341 -1.848  0.271
13 H -3.260 1.899 -0.937  0.555
14 H -3.944 -0.079 1.650  0.283
15 H -1.583 -0.376 2.176  0.290
16 H 0.756 -0.102 1.160  0.363
17 C 3.638 -1.732 -0.986  -1.042
18 C 3.180 -1.862 0.482  -0.200
19 C 1.707 -2.434 0.349  -1.137
20 H 4.752 -1.364 -0.969  0.262
21 H 2.985 -0.967 -1.539  0.218
22 H 3.931 -2.601 -1.509  0.414
23 H 3.889 -2.485 1.055  0.394
24 H 2.993 -0.755 0.879  0.161
25 H 1.210 -1.983 -0.524  0.335
26 H 1.898 -3.539 0.330  0.381
27 H 1.213 -2.330 1.272  0.341

HOMO level (eV): -8.64
SMILES: Cc1ccc(O)cc1.CCC
Orbital gap (Ha): 0.3504

(4)
Formula: C10H16O
Source: the Open Molecules 2025 dataset
Level of theory: ωB97M-V/def2-TZVPD

Each line ends with the Mulliken charge.
Geometry (Å):
1 C -1.013 -2.954 -0.855  -1.586
2 C -0.099 -1.896 -0.400  0.901
3 C 0.210 -1.858 0.982  -0.483
4 C 1.208 -1.074 1.486  -0.698
5 C 1.832 -0.157 0.590  0.765
6 O 2.671 0.825 0.998  -0.550
7 C 1.547 -0.147 -0.763  -0.582
8 C 0.684 -1.149 -1.253  -0.484
9 H -0.814 -3.989 -0.448  0.351
10 H -1.026 -3.105 -1.959  0.341
11 H -2.067 -2.925 -0.541  0.353
12 H -0.467 -2.468 1.580  0.365
13 H 1.344 -1.012 2.577  0.251
14 H 2.664 1.003 1.963  0.316
15 H 2.084 0.518 -1.349  0.530
16 H 0.285 -1.136 -2.306  0.206
17 C -1.186 2.601 0.843  -1.036
18 C -1.627 2.708 -0.585  -0.143
19 C -2.878 1.842 -0.995  -0.978
20 H -0.075 2.496 0.980  0.133
21 H -1.561 1.812 1.497  0.341
22 H -1.620 3.378 1.467  0.383
23 H -1.875 3.727 -0.780  0.343
24 H -0.761 2.312 -1.182  0.154
25 H -2.649 0.716 -1.041  0.157
26 H -3.808 1.937 -0.445  0.353
27 H -3.133 2.201 -2.023  0.297

HOMO level (eV): -8.28
SMILES: Cc1ccc(O)cc1.CCC
Orbital gap (Ha): 0.3336

(5)
Formula: C10H16O
Source: the Open Molecules 2025 dataset
Level of theory: ωB97M-V/def2-TZVPD

Each line ends with the Mulliken charge.
Geometry (Å):
1 C -0.192 -2.486 1.197  -1.121
2 C 0.091 -1.496 0.066  -0.048
3 C 0.782 -0.200 0.597  0.697
4 C 0.200 0.725 1.419  -0.211
5 C 0.967 1.651 2.000  -0.367
6 C 2.266 1.985 1.545  0.547
7 O 3.090 2.873 1.999  -0.502
8 C 2.783 1.017 0.625  -0.621
9 C 2.068 -0.004 0.079  -0.609
10 H -0.426 -1.704 2.021  0.220
11 H 0.735 -2.957 1.489  0.289
12 H -0.990 -3.194 1.230  0.412
13 H 0.800 -1.947 -0.680  0.338
14 H -0.785 -1.333 -0.618  -0.581
15 H -0.799 0.661 1.890  0.383
16 H 0.563 2.233 3.015  0.059
17 H 2.660 3.453 2.629  0.310
18 H 3.818 1.199 0.368  0.350
19 H 2.652 -0.483 -0.736  0.237
20 C -1.842 -0.194 -2.600  -0.285
21 C -3.247 0.242 -2.380  -0.876
22 H -1.803 -0.981 -3.526  0.265
23 H -1.066 0.586 -2.615  0.319
24 H -1.595 -0.959 -1.835  -0.019
25 H -3.565 0.908 -3.373  0.209
26 H -3.251 0.958 -1.495  0.253
27 H -3.913 -0.552 -2.313  0.354

HOMO level (eV): -8.17
SMILES: CCc1ccc(O)cc1.CC
Orbital gap (Ha): 0.3286

(6)
Formula: C10H16O
Source: the Open Molecules 2025 dataset
Level of theory: ωB97M-V/def2-TZVPD

Each line ends with the Mulliken charge.
Geometry (Å):
1 C 0.491 1.435 3.411  -0.946
2 C -0.548 0.530 2.764  -0.770
3 C -0.376 0.727 1.262  0.355
4 C -1.210 1.397 0.332  -0.495
5 C -0.868 1.405 -1.055  -0.645
6 C 0.313 0.828 -1.534  0.804
7 O 0.589 0.572 -2.857  -0.570
8 C 1.292 0.457 -0.616  -0.666
9 C 0.790 0.360 0.717  -0.088
10 H -0.034 2.432 3.469  0.253
11 H 1.506 1.477 2.996  0.354
12 H 0.794 1.081 4.498  0.277
13 H -0.459 -0.614 2.942  0.250
14 H -1.561 0.705 3.029  0.431
15 H -2.088 1.860 0.641  0.497
16 H -1.772 1.444 -1.693  0.257
17 H 1.554 0.648 -3.089  0.325
18 H 2.261 0.019 -0.947  0.245
19 H 1.713 0.214 1.380  0.134
20 C -0.967 -2.822 -1.301  -0.710
21 C 0.341 -3.474 -1.169  -1.123
22 H -0.998 -2.190 -2.204  0.196
23 H -1.802 -3.543 -1.377  0.368
24 H -1.304 -2.233 -0.504  0.184
25 H 0.158 -4.451 -1.144  0.426
26 H 0.747 -3.367 -0.195  0.300
27 H 1.025 -3.114 -1.816  0.359

HOMO level (eV): -8.60
SMILES: CCc1ccc(O)cc1.CC
Orbital gap (Ha): 0.3458

(7)
Formula: C10H16O
Source: the Open Molecules 2025 dataset
Level of theory: ωB97M-V/def2-TZVPD

Each line ends with the Mulliken charge.
Geometry (Å):
1 C 3.374 -0.747 -1.237  -1.347
2 C 2.435 -0.656 -0.080  0.700
3 C 2.789 -0.030 1.103  -0.513
4 C 1.872 0.161 2.170  -0.770
5 C 0.561 -0.155 1.911  0.657
6 O -0.484 0.370 2.652  -0.515
7 C 0.136 -0.883 0.782  -0.715
8 C 1.077 -1.037 -0.210  -0.551
9 H 3.022 -0.025 -1.969  0.312
10 H 3.368 -1.784 -1.585  0.346
11 H 4.363 -0.635 -0.782  0.386
12 H 3.779 0.142 1.488  0.282
13 H 2.145 0.714 3.059  0.303
14 H -0.306 0.394 3.596  0.317
15 H -0.917 -1.119 0.806  0.661
16 H 0.922 -1.340 -1.249  0.446
17 C -1.988 -0.228 -1.849  -0.822
18 C -2.606 1.052 -1.295  -0.284
19 C -3.009 1.016 0.192  -0.934
20 H -2.405 -1.187 -1.512  0.342
21 H -0.912 -0.198 -1.759  -0.014
22 H -2.320 -0.303 -2.882  0.372
23 H -1.915 1.903 -1.292  0.261
24 H -3.459 1.514 -1.797  0.344
25 H -3.931 0.459 0.439  0.315
26 H -2.228 0.601 0.804  0.024
27 H -3.365 2.000 0.496  0.396

HOMO level (eV): -8.49
SMILES: Cc1ccc(O)cc1.CCC
Orbital gap (Ha): 0.3439

(8)
Formula: C10H16O2
Source: the Open Molecules 2025 dataset
Level of theory: ωB97M-V/def2-TZVPD

Each line ends with the Mulliken charge.
Geometry (Å):
1 C -0.877 -2.323 0.915  0.240
2 C -0.478 -3.773 0.882  -1.219
3 O -1.240 -1.943 -0.389  -0.529
4 H -1.760 -2.108 1.559  0.180
5 H -0.052 -1.610 1.140  0.034
6 H 0.445 -3.998 0.365  0.287
7 H -1.627 -1.100 -0.658  0.221
8 H -1.272 -4.279 0.306  0.269
9 H -0.308 -4.235 1.853  0.372
10 C 2.504 0.193 -0.825  -0.967
11 C 3.415 1.124 -1.600  -1.093
12 C 1.189 0.743 -0.349  0.846
13 C 0.224 0.986 -1.339  -0.657
14 C 0.914 1.069 1.004  -0.720
15 C -1.158 1.106 -0.911  -1.035
16 C -0.437 1.335 1.357  -0.329
17 C -1.452 1.251 0.428  0.642
18 O -2.680 1.624 0.936  -0.410
19 H 2.301 -0.708 -1.417  0.400
20 H 3.105 -0.356 -0.041  0.333
21 H 3.813 1.774 -0.785  0.246
22 H 0.373 0.830 -2.395  0.328
23 H 1.663 1.202 1.778  0.271
24 H -1.732 1.549 -1.749  0.161
25 H -0.816 1.531 2.403  0.158
26 H -3.449 1.189 0.531  0.271
27 H 2.932 1.713 -2.340  0.374
28 H 4.249 0.499 -1.993  0.325

HOMO level (spin up / spin down) (eV): 0.40 / -3.90
Expectation value of S²: 0.762
Charge: -1
Orbital gap (spin up / spin down) (Ha): 0.1236 / 0.2779
Multiplicity: 2

Calculated values (eV) of energy above the lowest of the compared OMol25 structures with the same formula, charge and spin for the records, taken in order: 0.903, 1.258, 2.883, 1.897, 3.385, 3.205, 1.989, 0.000.
Calculated values (eV) of total energy for the records, taken in order: -12676.822, -12676.467, -12674.842, -12675.828, -12674.340, -12674.520, -12675.736, -14722.123.